[1]
C2HBrCl2S | the ωB97M-V functional and the def2-TZVPD basis

XYZ file:
```
7
Properties=species:S:1:pos:R:3
C -0.24 -0.77 -0.05
C -1.42 -1.26 0.08
S -3.57 1.26 0.07
Cl 1.21 -1.76 0.06
Cl -2.47 -2.47 -0.04
Br -4.86 -0.42 -0.03
H -0.21 0.33 -0.18
```

For the energy relative to the best compared isomer or geometry (same formula, charge and spin), the calculation gives 85.1 kcal/mol. The charge is 0. The HOMO energy (alpha / beta) comes out at -8.3865 / -8.3822 eV. As for the calculated total energy: -108008.005 eV. The HOMO-LUMO gap (alpha / beta) is 5.6 / 5.6 eV.

Atom-resolved charges from Löwdin, all expressed in e: number 1, C, carries -0.620; number 2, C, carries -0.687; number 3, S, carries -0.145; number 4, Cl, carries 0.597; number 5, Cl, carries 0.756; number 6, Br, carries 0.018; number 7, H, carries 0.081

***

[2]
C2HBrCl2S | the ωB97M-V functional and the def2-TZVPD basis

XYZ file:
```
7
Properties=species:S:1:pos:R:3
C 1.16 0.93 -0.74
C 0.32 1.91 -0.79
S -3.51 -1.03 0.37
Cl 2.53 0.66 0.31
Cl -0.20 3.06 0.22
Br -3.85 0.90 -0.23
H 1.07 0.28 -1.50
```

For the energy relative to the best compared isomer or geometry (same formula, charge and spin), the calculation gives 1.0 kcal/mol. Its multiplicity is 3. The charge is 0. The HOMO energy (alpha / beta) comes out at -9.3030 / -9.0037 eV. As for the calculated total energy: -108008.349 eV. The HOMO-LUMO gap (alpha / beta) is 9.4 / 6.5 eV. Its expectation value of S² is 2.01.

Atom-resolved charges from Löwdin, all expressed in e: number 1, C, carries -0.668; number 2, C, carries -0.638; number 3, S, carries -0.097; number 4, Cl, carries 0.580; number 5, Cl, carries 0.715; number 6, Br, carries 0.099; number 7, H, carries 0.009